1.
{
  "formula": "C19H43CoN2O3P2",
  "method": "the ωB97M-V functional and the def2-TZVPD basis",
  "species": ["Co", "P", "P", "N", "C", "H", "H", "C", "H", "H", "C", "H", "H", "C", "H", "H", "C", "C", "H", "H", "H", "C", "C", "H", "H", "H", "C", "C", "H", "H", "H", "C", "C", "H", "H", "H", "C", "O", "C", "H", "H", "H", "C", "H", "H", "H", "C", "H", "H", "H", "C", "H", "H", "H", "H", "H", "H", "H", "H", "H", "N", "C", "C", "O", "O", "H", "H", "H", "H", "H"],
  "positions_angstrom": [[-0.84825, -0.05012, 0.11891], [-1.03888, 0.22280, -2.05602], [-0.38901, -0.45458, 2.25711], [-2.78293, -0.66233, 0.31217], [-2.84138, -0.20520, -2.12069], [-3.31973, 0.40899, -2.89809], [-2.90058, -1.26685, -2.41676], [-3.58562, -0.00638, -0.79572], [-3.68253, 1.06260, -0.55274], [-4.59611, -0.46722, -0.80839], [-3.19644, -0.41594, 1.75115], [-4.18146, -0.90244, 1.91781], [-3.30494, 0.67040, 1.88899], [-2.11070, -0.98218, 2.67629], [-2.12845, -2.08593, 2.62702], [-2.32054, -0.66654, 3.70971], [-0.05837, 1.01173, 3.38593], [1.24115, 1.76403, 3.08903], [1.19314, 2.73394, 3.60572], [1.40961, 1.95863, 2.02229], [2.11468, 1.23250, 3.47972], [0.78021, -1.78516, 2.80889], [2.24269, -1.34727, 2.93456], [2.87044, -2.25072, 2.96580], [2.42762, -0.79718, 3.86596], [2.56794, -0.73394, 2.08547], [-0.14408, -0.81337, -3.31407], [1.24147, -0.29152, -3.70852], [1.79871, -1.11211, -4.18587], [1.82309, 0.06337, -2.84780], [1.17778, 0.51852, -4.44593], [-0.98250, 1.98140, -2.75328], [0.37788, 2.67233, -2.63148], [0.22618, 3.75031, -2.79285], [1.07782, 2.32859, -3.40009], [0.85767, 2.54235, -1.65353], [-0.92053, 1.64402, 0.39421], [-0.86014, 2.79899, 0.58063], [0.33463, -2.51842, 4.07589], [0.45291, -1.88401, 4.96204], [-0.70084, -2.86924, 4.03067], [0.98883, -3.38955, 4.20538], [-0.96418, -1.14446, -4.56376], [-0.41484, -1.90227, -5.13641], [-1.95786, -1.54062, -4.33467], [-1.07577, -0.26528, -5.20834], [-1.51456, 2.12939, -4.17958], [-1.69150, 3.19959, -4.35660], [-0.78027, 1.80032, -4.92611], [-2.46537, 1.61158, -4.34816], [-0.15458, 0.69108, 4.87676], [0.74719, 0.18524, 5.24467], [-0.22869, 1.64712, 5.41205], [-1.03943, 0.10089, 5.14056], [-0.88743, 1.68892, 3.12150], [-1.67034, 2.51057, -2.07285], [0.71714, -2.47038, 1.94745], [0.00495, -1.73121, -2.72275], [-2.88273, -1.67170, 0.16762], [-0.25065, -1.24555, -0.34680], [3.95659, -1.52462, -0.83479], [4.11863, -0.06105, -0.62670], [2.72228, 0.47305, -0.29750], [2.57739, 1.70187, -0.15385], [1.84518, -0.45107, -0.20009], [3.53927, -1.93938, 0.00763], [4.82208, -2.01175, -1.04790], [3.29510, -1.68609, -1.60269], [4.80353, 0.10561, 0.20646], [4.51842, 0.39288, -1.53469]],
  "forces_ev_per_a": [[-1.99, -3.08, 1.59], [0.67, 1.82, -4.09], [1.46, 0.71, 3.33], [-0.66, 0.04, 0.23], [-0.22, -0.42, -0.09], [0.12, -0.35, 0.16], [-0.08, 0.38, 0.02], [0.02, -0.16, 0.71], [-0.03, -0.33, -0.01], [0.54, 0.41, -0.15], [-0.15, 0.06, -0.61], [0.58, 0.38, 0.10], [-0.05, -0.30, -0.08], [-0.34, -0.41, 0.20], [-0.06, 0.39, 0.14], [-0.02, -0.33, -0.28], [-0.45, -0.17, -0.34], [0.15, 0.21, -0.15], [0.05, -0.25, -0.17], [-0.01, -0.06, 0.20], [-0.22, 0.16, -0.10], [-0.35, -0.44, -0.59], [0.20, 0.11, -0.09], [-0.20, 0.19, 0.05], [-0.08, -0.17, -0.27], [-0.12, -0.08, 0.28], [-0.35, -0.58, 0.55], [0.20, 0.05, 0.04], [-0.20, 0.19, 0.09], [-0.17, 0.00, -0.16], [0.00, -0.22, 0.23], [-0.31, -0.30, 0.41], [0.19, 0.18, 0.16], [0.08, -0.30, 0.07], [-0.18, 0.10, 0.20], [-0.07, 0.01, -0.19], [0.94, 10.98, 1.28], [-0.44, -4.88, -0.70], [0.04, -0.07, 0.14], [-0.07, -0.23, -0.24], [0.22, -0.02, 0.06], [-0.21, 0.11, 0.02], [0.07, -0.01, -0.15], [-0.21, 0.10, 0.07], [0.19, 0.01, -0.11], [-0.02, -0.28, 0.16], [-0.14, 0.24, -0.07], [0.02, -0.26, -0.03], [-0.22, 0.04, 0.24], [0.20, 0.09, -0.08], [-0.10, 0.24, 0.20], [-0.27, 0.11, -0.13], [0.02, -0.25, -0.02], [0.22, 0.08, 0.05], [0.04, -0.09, 0.15], [-0.01, -0.04, -0.16], [0.06, -0.10, 0.22], [0.01, -0.04, -0.26], [0.35, 0.18, -0.04], [1.98, -3.48, -2.02], [0.18, -0.65, -0.15], [0.01, 0.29, 0.07], [-0.86, 2.04, 0.38], [0.24, -1.90, -0.24], [-0.37, 0.26, 0.02], [-0.08, 0.13, -0.30], [0.31, 0.00, -0.04], [0.02, -0.01, 0.30], [-0.04, 0.01, -0.13], [-0.03, -0.04, 0.13]],
  "mulliken_charge": [0.49, 1.11, 1.15, -0.41, -1.32, 0.30, 0.54, -0.88, 0.40, 0.48, -0.89, 0.50, 0.40, -1.35, 0.53, 0.35, 0.48, -1.37, 0.48, 0.16, 0.26, 0.70, -1.49, 0.55, 0.24, 0.14, 0.71, -1.51, 0.54, 0.14, 0.23, 0.50, -1.40, 0.47, 0.25, 0.16, 0.15, -0.27, -1.44, 0.25, 0.32, 0.48, -1.44, 0.48, 0.32, 0.25, -1.56, 0.44, 0.30, 0.31, -1.58, 0.31, 0.44, 0.32, 0.52, 0.51, 0.44, 0.52, 0.37, -0.33, -0.22, -0.97, 0.96, -0.73, -0.58, 0.28, 0.41, 0.29, 0.42, 0.41],
  "s2": 6.0296,
  "orbital_gap_ev": [6.5, 6.2],
  "multiplicity": 5,
  "lumo_ev": [-5.7, -8.9],
  "total_charge": 2
}

---

2.
{
  "formula": "C43H41N3Sb2Sr",
  "method": "the ωB97M-V functional and the def2-TZVPD basis",
  "species": ["Sr", "C", "C", "C", "C", "C", "C", "C", "H", "H", "H", "H", "H", "H", "H", "H", "C", "C", "C", "C", "C", "C", "N", "Sb", "C", "C", "C", "C", "C", "C", "N", "C", "C", "C", "C", "C", "C", "N", "H", "H", "H", "H", "H", "H", "H", "H", "H", "H", "H", "H", "H", "H", "H", "H", "H", "H", "C", "C", "C", "C", "C", "C", "Sb", "C", "C", "C", "C", "C", "C", "C", "C", "C", "C", "C", "C", "H", "H", "H", "H", "H", "H", "H", "H", "H", "H", "H", "H", "H", "H", "H"],
  "positions_angstrom": [[1.11917, 1.56579, 0.72404], [-3.30281, 1.27237, -2.55553], [-2.11969, 2.18277, -2.42173], [-2.10769, 3.21693, -1.48652], [-1.09066, 4.16749, -1.46639], [-0.03574, 4.06684, -2.36558], [-0.00010, 3.00049, -3.25821], [-1.02859, 2.07283, -3.28426], [-4.20716, 1.74762, -2.17852], [-3.17525, 0.33555, -2.00117], [-3.47242, 1.00428, -3.59736], [-2.96169, 3.34018, -0.82934], [-1.17376, 5.01350, -0.79501], [0.70720, 4.84998, -2.42503], [0.79124, 2.93669, -3.99453], [-1.02897, 1.29592, -4.03949], [3.62434, 3.24863, -2.22160], [3.12389, 3.88037, -0.96587], [2.92720, 5.27055, -0.87180], [2.43824, 5.81491, 0.28684], [2.18723, 4.97689, 1.38163], [2.41632, 3.63519, 1.24376], [2.88595, 3.08662, 0.06725], [2.73836, 2.28034, 3.03648], [3.56384, 0.59616, 1.77717], [4.82204, 0.21828, 2.15806], [5.46116, -0.80219, 1.44494], [4.82433, -1.36874, 0.37101], [3.54079, -0.93014, 0.01443], [2.84583, -1.48870, -1.17685], [2.91447, -0.00030, 0.72682], [0.73035, 1.30587, 3.35025], [0.69142, 0.55306, 4.49392], [-0.54172, 0.05673, 4.92771], [-1.66384, 0.33710, 4.19499], [-1.56359, 1.07418, 3.00312], [-2.78168, 1.33503, 2.19457], [-0.39709, 1.57433, 2.60701], [4.48045, 2.61141, -1.99965], [3.91902, 3.99531, -2.95476], [2.85291, 2.62141, -2.67789], [3.16150, 5.89232, -1.72418], [2.27262, 6.88058, 0.36654], [1.83871, 5.40418, 2.31440], [5.33613, 0.68911, 2.98669], [6.45400, -1.12380, 1.72892], [5.29608, -2.14358, -0.21573], [3.55630, -1.83596, -1.92488], [2.18790, -0.75649, -1.65188], [2.22041, -2.34344, -0.89959], [1.58393, 0.33615, 5.06935], [-0.60956, -0.52595, 5.83592], [-2.63648, -0.01631, 4.50871], [-3.35384, 2.14990, 2.64506], [-3.42220, 0.45434, 2.18983], [-2.55209, 1.61532, 1.16395], [-5.88458, -2.99889, -0.69277], [-5.61158, -1.79756, -0.05638], [-4.30950, -1.32398, -0.01154], [-3.25812, -2.03445, -0.58987], [-3.55560, -3.22903, -1.24268], [-4.85576, -3.70869, -1.28948], [-1.28288, -1.30372, -0.40292], [-0.33681, -2.47950, -1.87100], [0.09594, -1.85706, -3.03847], [0.66773, -2.59038, -4.06897], [0.81888, -3.96380, -3.93614], [0.40462, -4.59645, -2.77285], [-0.17355, -3.85867, -1.75067], [-0.76555, -2.36522, 1.38072], [-1.67905, -3.17145, 2.05179], [-1.34241, -3.78539, 3.25033], [-0.08035, -3.60956, 3.79607], [0.84379, -2.81053, 3.13577], [0.49179, -2.19061, 1.94585], [-6.89800, -3.37274, -0.73393], [-6.41014, -1.22688, 0.39619], [-4.12863, -0.36894, 0.46683], [-2.77831, -3.79959, -1.73019], [-5.06596, -4.63972, -1.79699], [-0.00446, -0.77950, -3.16187], [0.98778, -2.09423, -4.97525], [1.25473, -4.54148, -4.73961], [0.52439, -5.66545, -2.66396], [-0.48704, -4.36783, -0.84564], [-2.66985, -3.33226, 1.64248], [-2.06662, -4.41261, 3.75179], [0.18300, -4.10005, 4.72290], [1.84008, -2.67826, 3.53917], [1.24531, -1.57345, 1.46127]],
  "forces_ev_per_a": [[-2.82, -1.46, -3.20], [-0.06, -0.22, 0.10], [0.13, 0.12, 0.02], [-0.13, 0.04, -0.04], [0.00, -0.18, 0.07], [0.00, -0.02, 0.06], [0.08, 0.07, -0.03], [-0.12, -0.04, -0.01], [-0.02, 0.01, 0.01], [0.01, 0.14, -0.08], [0.00, 0.01, -0.02], [0.01, 0.00, 0.01], [0.08, 0.01, 0.01], [0.04, -0.01, 0.04], [0.03, -0.01, 0.00], [0.01, -0.02, -0.01], [0.03, -0.15, -0.16], [0.11, 0.34, -0.04], [0.08, -0.14, -0.06], [0.02, -0.03, 0.03], [-0.09, 0.32, 0.26], [1.33, -0.19, -0.07], [-0.32, 0.86, 0.87], [0.40, -0.13, 0.30], [-0.73, 0.11, -0.24], [0.39, -0.11, 0.12], [0.01, 0.01, 0.04], [-0.14, 0.00, -0.07], [0.34, -0.11, 0.06], [-0.24, -0.14, -0.18], [1.03, 0.37, 0.89], [-0.41, 0.73, -0.18], [0.03, -0.16, 0.24], [0.05, 0.03, 0.00], [-0.12, -0.01, -0.21], [0.17, -0.10, 0.46], [-0.26, 0.19, -0.24], [0.81, -0.25, 0.83], [0.01, 0.01, -0.03], [0.03, 0.02, 0.01], [0.01, 0.03, 0.09], [-0.02, 0.04, -0.02], [-0.03, 0.02, 0.02], [0.02, -0.07, 0.01], [-0.06, 0.04, 0.00], [0.01, -0.01, 0.02], [0.04, -0.01, -0.02], [0.03, -0.01, 0.02], [0.09, -0.01, 0.12], [0.04, 0.03, 0.00], [0.03, 0.08, -0.02], [0.03, -0.03, 0.01], [0.00, -0.05, 0.00], [-0.01, 0.00, -0.01], [0.01, 0.03, 0.05], [0.08, -0.03, 0.10], [-0.06, 0.03, 0.02], [0.03, -0.06, -0.04], [0.07, 0.19, 0.06], [-0.43, -0.07, -0.07], [0.22, -0.01, -0.01], [-0.05, 0.00, 0.00], [0.25, 0.32, 0.32], [0.05, -0.28, -0.23], [-0.03, 0.20, -0.14], [-0.01, -0.07, 0.04], [0.02, 0.03, -0.04], [0.01, 0.02, -0.02], [0.03, 0.00, 0.22], [-0.15, -0.05, -0.03], [-0.22, -0.03, -0.05], [0.00, -0.02, 0.04], [0.08, 0.03, -0.01], [-0.07, -0.07, 0.06], [0.34, 0.16, 0.01], [-0.03, -0.02, 0.00], [-0.03, 0.02, 0.02], [0.03, -0.02, -0.03], [0.09, -0.02, -0.02], [0.01, -0.03, -0.03], [-0.06, -0.09, 0.05], [0.01, 0.01, -0.02], [0.02, -0.01, -0.01], [0.00, -0.03, 0.00], [-0.02, 0.01, 0.01], [0.01, 0.01, -0.02], [-0.02, -0.02, 0.02], [0.02, -0.02, 0.03], [0.02, 0.00, 0.03], [-0.12, -0.04, -0.07]],
  "mulliken_charge": [1.42, -1.59, 0.86, -0.35, -0.98, -0.43, -0.95, -0.20, 0.42, 0.15, 0.45, 0.40, 0.45, 0.69, 0.56, 0.49, -1.27, 0.52, -0.81, -0.60, -1.58, 1.13, -0.16, 0.97, 0.41, -1.06, -0.71, -0.91, 0.32, -0.96, 0.64, 1.37, -1.03, -0.77, -0.55, 0.36, -1.14, -0.64, 0.40, 0.40, 0.13, 0.50, 0.48, 0.54, 0.51, 0.46, 0.59, 0.59, -0.03, 0.21, 0.48, 0.48, 0.51, 0.52, 0.33, 0.06, -0.62, -0.83, -0.45, 0.52, -0.45, -0.73, 0.73, 0.46, -0.47, -0.60, -0.64, -0.76, -0.18, 0.35, -0.61, -0.78, -0.73, -0.55, -0.28, 0.39, 0.46, 0.39, 0.37, 0.46, 0.26, 0.46, 0.43, 0.45, 0.48, 0.46, 0.46, 0.44, 0.54, 0.46],
  "orbital_gap_ev": 7.3,
  "e_above_lowest_ev": 0.305,
  "lumo_ev": -5.8,
  "total_charge": 2
}

---

3.
{
  "formula": "C2H5NO",
  "method": "the ωB97M-V functional and the def2-TZVPD basis",
  "species": ["C", "C", "N", "O", "H", "H", "H", "H", "H"],
  "positions_angstrom": [[0.20242, 0.04314, 1.05820], [0.13249, 0.41861, -0.35073], [-0.40784, -0.32096, -1.20621], [-0.61023, -0.17473, -2.41302], [0.44367, 0.99438, 1.57446], [1.05275, -0.69989, 1.35456], [-0.70072, -0.36343, 1.45481], [0.54499, 1.41510, -0.74785], [-0.65752, -1.31223, -0.72422]],
  "forces_ev_per_a": [[2.54, -0.06, 1.57], [1.75, 3.40, -0.21], [-1.12, -4.25, 0.96], [-0.22, 0.17, -1.27], [-0.26, -0.74, 0.19], [-1.28, 1.24, -0.74], [-0.77, -0.19, 0.23], [-0.75, -1.63, 0.72], [0.11, 2.06, -1.45]],
  "mulliken_charge": [-1.00, -0.05, 0.19, -0.62, 0.27, 0.25, 0.33, 0.37, 0.26],
  "orbital_gap_ev": 9.6,
  "e_above_lowest_ev": 3.439,
  "lumo_ev": 0.9,
  "total_charge": 0
}

---

Number 1 is which compound?
C19H43CoN2O3P2